# C6H12NOS

The ion C6H12NOS with charge -1 in a non-equilibrium geometry (wB97M-V/def2-TZVPD, the Open Molecules 2025 dataset).

E_HOMO (eV): -1.8
Energy relative to the best compared isomer or geometry (same formula, charge and spin) (kJ/mol): 420.65
Gap between HOMO and LUMO (eV): 5.259

ORCA input file:
```
! RIJCOSX wB97M-V def2-TZVPD def2/J DEFGRID3
* xyz -1 1
C 1.482 -0.443 1.281
C 1.523 0.103 0.047
C 2.547 -0.238 -1.000
S 0.561 1.464 -0.568
C -1.281 0.957 -0.484
C -1.697 1.324 0.913
C -1.599 -0.588 -0.948
N -0.653 -1.585 -0.796
O -0.675 -2.036 0.568
H 0.703 0.011 1.869
H 2.368 -0.955 1.571
H 2.876 0.688 -1.545
H 2.214 -1.012 -1.645
H 3.379 -0.618 -0.330
H -1.757 1.506 -1.213
H -2.816 1.550 1.017
H -1.404 2.288 1.344
H -1.401 0.511 1.554
H -2.647 -0.723 -0.528
H -1.887 -0.521 -2.066
H 0.165 -1.683 0.960
*
```

# C3H5NOS3

An isolated molecule of C3H5NOS3 in a non-equilibrium geometry (wB97M-V/def2-TZVPD, the Open Molecules 2025 dataset).

E_HOMO (eV): -9.0
Energy relative to the best compared isomer or geometry (same formula, charge and spin) (kJ/mol): 93.86
Gap between HOMO and LUMO (eV): 8.568

ORCA input file:
```
! RIJCOSX wB97M-V def2-TZVPD def2/J DEFGRID3
* xyz 0 1
C 1.114 -2.159 -0.669
S 0.675 -1.563 0.961
C -0.193 -0.066 0.665
S -0.977 0.653 1.881
N -0.161 0.476 -0.667
S -1.619 1.110 -1.325
C 1.055 0.864 -1.238
O 2.142 0.615 -0.847
H 2.102 -1.777 -0.916
H 1.322 -3.229 -0.469
H 0.348 -1.964 -1.388
H -1.659 2.234 -0.520
H 0.750 1.443 -2.078
*
```

# B2H24NiO8

A structure of composition B2H24NiO8 in a non-equilibrium geometry (wB97M-V/def2-TZVPD, the Open Molecules 2025 dataset).

E_HOMO (spin up / spin down) (eV): -10.0 / -10.0
Energy relative to the best compared isomer or geometry (same formula, charge and spin) (kJ/mol): 187.57
Gap between HOMO and LUMO (spin up / spin down) (eV): 9.232 / 8.603

ORCA input file:
```
! RIJCOSX wB97M-V def2-TZVPD def2/J DEFGRID3
* xyz 0 3
Ni -0.762 -1.433 0.326
B 0.398 0.570 0.024
H 1.238 0.058 -0.418
H -0.451 0.534 -0.641
H 0.121 0.112 0.961
H 0.690 1.586 0.239
B -0.462 -1.980 -1.787
H -0.118 -2.720 -1.082
H -1.310 -1.383 -1.489
H 0.409 -1.382 -2.005
H -0.723 -2.525 -2.681
O -1.075 2.208 1.984
H -1.247 1.639 2.735
H -0.583 1.658 1.374
O 1.512 2.606 -1.903
H 1.230 2.132 -1.121
H 2.468 2.598 -1.857
O 2.630 0.536 2.059
H 3.146 1.331 1.926
H 2.027 0.513 1.315
O -1.341 -1.234 2.433
H -1.687 -1.746 3.165
H -1.231 -0.352 2.788
O 0.855 -2.429 1.158
H 1.053 -2.972 1.921
H 1.482 -2.712 0.492
O -2.791 1.996 -1.436
H -3.414 2.723 -1.459
H -1.932 2.414 -1.497
O -2.588 -0.029 0.277
H -3.480 -0.370 0.332
H -2.645 0.692 -0.351
O 3.088 -0.863 -2.245
H 3.362 -0.857 -1.328
H 2.133 -0.919 -2.210
*
```

# C26H30N4O6S

An isolated molecule of C26H30N4O6S in a non-equilibrium geometry (wB97M-V/def2-TZVPD, the Open Molecules 2025 dataset).

E_HOMO (eV): -7.6
Energy relative to the best compared isomer or geometry (same formula, charge and spin) (kJ/mol): 373.92
Gap between HOMO and LUMO (eV): 7.303

ORCA input file:
```
! RIJCOSX wB97M-V def2-TZVPD def2/J DEFGRID3
* xyz 0 1
C 2.282 -3.399 -1.121
O 1.216 -3.202 -2.015
C -0.060 -3.420 -1.581
C -0.355 -4.030 -0.368
C -1.662 -4.218 0.042
C -2.705 -3.814 -0.768
C -2.423 -3.224 -1.985
C -1.118 -3.008 -2.415
N -0.976 -2.379 -3.673
C -1.360 -0.986 -3.701
C -0.335 -0.140 -2.927
N 1.007 -0.592 -3.241
C 2.096 -0.274 -2.525
O 3.231 -0.586 -2.855
C 1.908 0.584 -1.302
C 2.612 1.743 -1.269
N 2.641 2.607 -0.227
C 3.403 3.830 -0.330
C 1.966 2.297 0.928
C 1.951 3.162 2.035
C 1.262 2.821 3.177
C 0.594 1.606 3.253
S -0.334 1.196 4.735
O 0.083 2.099 5.768
O -0.249 -0.215 4.949
N -1.925 1.541 4.420
C -2.323 2.924 4.328
C -2.420 3.366 2.864
O -3.274 2.513 2.135
C -2.812 1.176 2.154
C -2.698 0.647 3.588
C 0.612 0.735 2.194
C 1.273 1.073 1.011
C 1.186 0.138 -0.124
O 0.545 -0.902 -0.046
C 1.163 -1.371 -4.452
C 0.214 -2.588 -4.472
H 2.119 -2.852 -0.189
H 2.438 -4.462 -0.905
H 3.161 -2.998 -1.626
H 0.445 -4.344 0.283
H -1.858 -4.681 0.998
H -3.729 -3.959 -0.461
H -3.230 -2.915 -2.634
H -2.342 -0.858 -3.245
H -1.420 -0.672 -4.747
H -0.448 0.926 -3.172
H -0.522 -0.283 -1.861
H 3.198 2.026 -2.132
H 4.173 3.868 0.443
H 2.752 4.701 -0.231
H 3.889 3.869 -1.303
H 2.476 4.103 2.003
H 1.240 3.473 4.036
H -1.590 3.512 4.879
H -3.305 3.031 4.802
H -2.857 4.364 2.789
H -1.417 3.372 2.406
H -3.545 0.597 1.590
H -1.838 1.117 1.646
H -2.212 -0.327 3.616
H -3.700 0.563 4.024
H 0.124 -0.227 2.255
H 0.960 -0.720 -5.313
H 2.205 -1.690 -4.494
H 0.724 -3.484 -4.128
H -0.109 -2.756 -5.509
*
```

# C11H14N2O

A cluster of 2 separate species, C11H14N2O in total in a non-equilibrium geometry (wB97M-V/def2-TZVPD, the Open Molecules 2025 dataset).

E_HOMO (spin up / spin down) (eV): 0.9 / -3.6
Energy relative to the best compared isomer or geometry (same formula, charge and spin) (kJ/mol): 155.69
Gap between HOMO and LUMO (spin up / spin down) (eV): 2.684 / 6.977

ORCA input file:
```
! RIJCOSX wB97M-V def2-TZVPD def2/J DEFGRID3
* xyz -1 2
C 0.452 -0.453 2.494
C -0.767 -0.388 1.621
C -0.939 -1.284 0.586
C -1.714 0.630 1.731
C -1.974 -1.202 -0.339
C -2.875 0.624 0.965
C -3.004 -0.308 -0.057
O -4.048 -0.113 -0.937
H 0.538 -1.347 3.106
H 0.707 0.442 3.059
H -0.212 -2.085 0.478
H -1.656 1.395 2.497
H -2.091 -1.936 -1.124
H -3.645 1.370 1.106
H -4.074 -0.885 -1.521
H 1.320 -0.449 1.823
C 2.540 1.986 -0.228
C 1.092 0.562 -1.822
C 2.197 0.800 -1.059
C 2.453 -1.173 -1.876
N 1.242 -0.741 -2.248
N 3.033 -0.278 -1.115
H 0.157 0.989 -2.155
H 0.537 -1.062 -2.915
H 1.818 2.065 0.587
H 2.452 2.945 -0.745
H 2.959 -2.069 -2.180
H 3.499 1.966 0.266
*
```